Arrangement A

{"formula": "C25H26N2O5", "method": "ωB97M-V with the def2-TZVPD basis set", "symbols": ["C", "C", "C", "C", "C", "C", "O", "O", "C", "C", "C", "O", "C", "C", "O", "N", "C", "C", "C", "C", "N", "C", "C", "C", "C", "O", "C", "C", "C", "C", "C", "C", "H", "H", "H", "H", "H", "H", "H", "H", "H", "H", "H", "H", "H", "H", "H", "H", "H", "H", "H", "H", "H", "H", "H", "H", "H", "H"], "positions_angstrom": [[-4.4548, -2.4297, -0.7329], [-3.7076, -2.4286, 0.5591], [-4.3524, -1.4411, 1.2819], [-4.0402, -0.0199, 0.9208], [-4.9696, 0.6986, 0.3616], [-4.5590, 2.1075, -0.5493], [-5.3515, 2.8207, -1.1328], [-3.1906, 2.4415, -0.3268], [-2.3700, 1.9584, 0.3688], [-1.1205, 2.3677, 0.2692], [0.0083, 1.3935, 0.9109], [1.3844, 2.0638, 1.0300], [1.7048, 3.0832, 0.4204], [3.2562, 3.0920, 0.2047], [3.8057, 3.9152, -0.2368], [3.8143, 2.0511, 0.4422], [5.1936, 1.2962, 0.4573], [5.2990, 0.3129, -0.5139], [4.3754, -0.6736, -0.2754], [4.6388, -1.9155, 0.3875], [3.5934, -2.6385, 0.6935], [2.4858, -2.2218, 0.0064], [1.1560, -2.5628, -0.1091], [0.3740, -1.4869, -0.7959], [0.8043, -0.4853, -1.5832], [0.0518, 0.2836, -1.9599], [-1.4685, 0.0178, -2.2108], [2.0957, -0.0718, -1.0124], [2.9563, -0.8450, -0.5335], [-0.3050, 0.4657, 1.7245], [-1.6114, -0.1356, 1.5395], [-2.7005, 0.5129, 1.1084], [-5.5422, -2.4407, -0.5246], [-4.3187, -1.5676, -1.4217], [-4.2051, -3.2550, -1.3524], [-3.9221, -3.2700, 1.0430], [-2.7217, -2.3738, 0.4310], [-3.9160, -1.4521, 2.5452], [-5.3488, -1.3912, 1.6037], [-5.7198, 0.5812, -0.0224], [-0.8158, 3.2491, -0.1861], [1.4145, 3.9945, 0.6607], [1.1904, 3.0843, -0.5513], [3.2732, 1.1993, 1.0363], [5.6468, 1.3027, 1.3758], [5.6481, 2.3240, 0.2212], [6.1677, 0.0757, -0.5992], [4.9962, 0.8001, -1.6046], [5.6397, -2.0873, 0.8356], [3.6716, -3.7090, 1.1900], [0.9183, -3.5287, 0.3653], [-0.5376, -2.0621, -0.9644], [-1.8553, 0.7126, -3.0084], [-1.9935, -0.3527, -1.5309], [-1.4237, -0.9103, -3.1208], [2.3050, 0.9514, -1.6532], [0.4289, -0.1965, 2.2820], [-1.7762, -1.2039, 2.2364]], "mulliken_charge": [-1.3748, -0.1390, -1.6429, 1.4065, -1.2456, 0.3578, -0.5338, -0.3035, -0.5438, -0.6594, 1.0453, -0.4145, -0.5499, 0.1608, -0.5558, -0.2920, -1.3206, -1.2623, 0.1259, -0.8865, -0.0892, -0.2327, -1.7407, -0.0150, 0.2747, -0.2175, -0.4944, 0.1849, 1.3636, -0.7753, 0.0991, 0.0678, 0.4067, 0.2205, 0.4330, 0.4666, 0.0781, 0.4257, 0.7346, 0.9367, 0.5768, 0.9290, 0.2989, 0.3114, 0.4350, 0.5219, 0.9029, 0.2044, 0.4037, 0.3590, 0.2897, 0.5438, 0.3175, -0.0566, 0.2828, -0.0418, 0.2282, -0.0057], "orbital_gap_ha": 0.2589, "smiles": "CCCc1cc(=O)oc2cc(OCC(=O)NCCc3c[nH]c4ccc(OC)cc34)ccc12", "lumo_ev": -0.219, "homo_ev": -7.26, "charge": 0}

Arrangement B

{"formula": "C25H26N2O5", "method": "ωB97M-V with the def2-TZVPD basis set", "symbols": ["C", "O", "C", "C", "C", "N", "C", "C", "O", "N", "C", "C", "C", "C", "C", "C", "C", "O", "C", "C", "C", "C", "C", "C", "C", "C", "C", "O", "C", "C", "O", "C", "H", "H", "H", "H", "H", "H", "H", "H", "H", "H", "H", "H", "H", "H", "H", "H", "H", "H", "H", "H", "H", "H", "H", "H", "H", "H"], "positions_angstrom": [[-3.7944, -4.4495, -1.0672], [-3.3363, -3.2198, -1.5855], [-2.4776, -2.4309, -0.8870], [-2.2071, -1.2170, -1.5204], [-1.3593, -0.2740, -0.9660], [-1.0472, 0.8729, -1.7043], [-0.9190, 2.1923, -1.0821], [0.2909, 2.2509, -0.1358], [0.2941, 2.8654, 0.9043], [1.3529, 1.5825, -0.6680], [2.5985, 1.3195, -0.0950], [3.0122, 1.9038, 1.1007], [4.2569, 1.5928, 1.6196], [5.0941, 0.7140, 0.9612], [4.6946, 0.1269, -0.2407], [5.6434, -0.8063, -0.9047], [5.2536, -1.3358, -2.2638], [6.6862, -1.1226, -0.3781], [3.4417, 0.4341, -0.7605], [-2.1946, 2.6848, -0.4376], [-2.9428, 3.6685, -1.0731], [-4.1341, 4.1118, -0.5284], [-4.5935, 3.5733, 0.6609], [-3.8543, 2.5933, 1.2997], [-2.6620, 2.1499, 0.7556], [-0.7719, -0.5500, 0.2680], [-1.0404, -1.7399, 0.9212], [-0.5124, -2.0566, 2.1391], [0.3136, -1.1199, 2.7873], [-1.8872, -2.7097, 0.3486], [-2.1628, -3.8840, 1.0320], [-1.0656, -4.7563, 1.2124], [-4.2368, -4.3309, -0.0771], [-2.9935, -5.1916, -1.0186], [-4.5533, -4.7876, -1.7734], [-2.6874, -1.0395, -2.4703], [-1.6371, 0.9259, -2.5266], [-0.6652, 2.8809, -1.9022], [1.1461, 1.0701, -1.5181], [2.3575, 2.5892, 1.6125], [4.5714, 2.0458, 2.5474], [6.0674, 0.4648, 1.3548], [6.0593, -1.9556, -2.6488], [4.3499, -1.9365, -2.1847], [5.0700, -0.5131, -2.9510], [3.0994, -0.0128, -1.6820], [-2.5882, 4.0960, -2.0014], [-4.7028, 4.8790, -1.0330], [-5.5230, 3.9185, 1.0889], [-4.2056, 2.1708, 2.2293], [-2.0965, 1.3876, 1.2651], [-0.1231, 0.1688, 0.7331], [0.5765, -1.5757, 3.7406], [-0.2085, -0.1764, 2.9726], [1.2287, -0.9224, 2.2179], [-1.4701, -5.6407, 1.7022], [-0.2936, -4.3107, 1.8427], [-0.6248, -5.0411, 0.2491]], "mulliken_charge": [-0.7430, -0.4355, -0.2133, -1.0113, 0.0243, -0.2881, 0.4094, -0.3660, -0.6413, 0.0485, 0.2237, -0.4976, -0.7877, -0.7167, 0.0129, 0.9170, -1.3648, -0.5952, -0.1146, 0.3939, -0.5303, -0.6852, -0.4209, -0.8140, 0.0999, 0.1514, 0.4172, -0.4514, -0.8492, 0.8677, -0.5667, -0.7359, 0.2966, 0.2551, 0.2789, 0.4087, 0.3485, 0.4439, 0.1934, 0.5806, 0.4072, 0.4723, 0.3543, 0.3676, 0.3791, 0.3852, 0.3597, 0.3917, 0.3886, 0.4077, 0.4544, 0.3473, 0.2754, 0.3152, 0.3224, 0.2811, 0.2430, 0.3051], "orbital_gap_ha": 0.3014, "smiles": "COc1cc(N[C@H](C(=O)Nc2cccc(C(C)=O)c2)c2ccccc2)cc(OC)c1OC", "lumo_ev": 0.228, "homo_ev": -7.97, "charge": 0}

Quick look at relative energies in kJ/mol: arrangement A 2152.0; arrangement B 0.0.

Arrangement A

{"formula": "C11H10N2O2", "method": "ωB97M-V with the def2-TZVPD basis set", "symbols": ["C", "C", "C", "C", "C", "C", "C", "C", "C", "C", "C", "N", "N", "O", "O", "H", "H", "H", "H", "H", "H", "H", "H", "H", "H"], "positions_angstrom": [[-0.2956, -0.7585, 1.2660], [-1.4953, -0.5226, 1.7834], [-0.8189, 0.6844, -0.6415], [-0.0039, -0.2789, -0.1092], [3.2664, 0.7974, -1.2536], [1.1041, -0.7032, -0.7722], [3.6958, -0.4986, -1.4034], [5.0818, -0.4702, -1.2847], [2.2994, 3.0500, -1.0977], [-2.5824, 0.1666, 1.0294], [-2.1069, 1.1866, 0.0179], [3.0959, -1.6566, -1.5361], [3.0272, 1.9266, -1.3167], [1.2871, 3.4007, -1.6598], [1.6520, -1.6401, -1.3323], [0.4949, -1.1566, 1.8896], [-1.7257, -0.7429, 2.8178], [-0.4633, 1.0565, -1.6190], [5.6923, -1.3183, -1.2174], [5.5871, 0.4142, -1.2484], [2.6723, 3.6378, -0.1958], [-3.0285, -0.6176, 0.3601], [-3.2393, 0.7236, 1.7850], [-2.0663, 2.1900, 0.3719], [-2.8368, 1.0864, -0.8253]], "mulliken_charge": [-0.4576, -0.4465, -0.5934, 1.1453, 0.8563, -0.5115, 0.5171, -1.3259, 0.0808, -0.6053, -0.6783, -0.7129, -0.0060, -0.4275, -0.0486, 0.3723, 0.3752, 0.3307, 0.3500, 0.2970, 0.3262, 0.2616, 0.2852, 0.3754, 0.2402], "orbital_gap_ha": [0.2168, 0.2163], "lumo_ev": [-1.143, -1.148], "homo_ev": [-7.04, -7.03], "charge": 0}

Arrangement B

{"formula": "C11H10N2O2", "method": "ωB97M-V with the def2-TZVPD basis set", "symbols": ["C", "N", "C", "C", "C", "C", "C", "C", "C", "C", "C", "N", "O", "C", "O", "H", "H", "H", "H", "H", "H", "H", "H", "H", "H"], "positions_angstrom": [[1.0149, 0.5441, 1.4888], [1.1870, -0.7071, 1.5047], [2.0531, -1.1157, 0.4410], [1.3447, -1.9833, -0.6055], [0.1741, -1.6919, -1.2025], [-0.7766, -0.6380, -0.7584], [-2.0433, -1.0670, -0.2137], [-2.9221, -0.2172, 0.4697], [-2.5615, 1.1572, 0.5878], [-1.4986, 1.6117, -0.1030], [-0.5414, 0.7341, -0.7113], [0.4930, 1.4126, -1.3783], [1.4392, 2.0593, -0.5229], [1.9813, 1.1897, 0.4123], [2.4707, 0.1037, -0.2197], [0.4641, 1.2200, 2.1470], [2.9711, -1.7183, 0.9313], [1.7982, -2.8094, -1.0071], [-0.3165, -2.2598, -1.8774], [-2.1765, -2.1777, -0.2612], [-3.7160, -0.7353, 0.8115], [-3.2834, 1.7197, 1.0885], [-1.4579, 2.7322, -0.0113], [1.1751, 0.8858, -1.8566], [2.7273, 1.7505, 0.8462]], "mulliken_charge": [-0.2531, -0.5178, 0.4442, -0.7692, -1.2166, 0.6533, -0.6299, -0.6062, -0.7037, -0.1950, 0.6554, -0.4319, -0.3954, 0.1797, -0.4541, 0.3720, 0.3025, 0.4381, 0.6425, 0.3383, 0.5138, 0.4562, 0.3000, 0.3795, 0.4975], "orbital_gap_ha": 0.3377, "smiles": "C1=N[C@H]2/C=C\\c3ccccc3NO[C@@H]1O2", "lumo_ev": 0.631, "homo_ev": -8.56, "charge": 0}

Quick look at relative energies in kJ/mol: arrangement A 595.7; arrangement B 0.0.

Arrangement A

{"formula": "H31O15", "method": "ωB97M-V with the def2-TZVPD basis set", "symbols": ["O", "H", "H", "O", "H", "H", "O", "H", "H", "O", "H", "H", "O", "H", "H", "O", "H", "H", "O", "H", "H", "O", "H", "H", "O", "H", "H", "O", "H", "O", "H", "H", "O", "H", "H", "O", "H", "H", "O", "H", "H", "O", "H", "H", "H", "H"], "positions_angstrom": [[2.1301, 2.4680, -1.3312], [0.6612, 0.9424, 0.6622], [2.4837, 3.2068, -0.6620], [-3.8264, -2.2959, -1.2545], [4.5327, 0.4468, -1.2723], [-3.6933, -2.8809, -2.0972], [0.4391, -0.1674, -3.5894], [1.4045, -3.6595, -1.6285], [-2.6564, 0.0603, -0.0570], [-1.9702, 1.5089, 2.4604], [-0.9513, -4.0346, 1.0409], [-2.1953, 0.4818, 2.6195], [1.1492, 0.2152, 0.2129], [1.5576, -0.0298, 1.1440], [1.8599, 0.6815, -0.4554], [-1.3451, 1.6942, -1.0299], [1.2493, 0.4601, -3.3429], [0.6327, -0.2848, -4.4038], [1.6674, -3.0819, -0.7630], [-1.8657, 1.2762, -1.7459], [-0.9678, -1.0184, -2.6720], [-0.2356, 3.7311, 0.8709], [-3.2803, -1.4825, -1.4637], [-1.3068, -1.2983, -1.3715], [-1.0367, -3.1388, 0.7349], [0.2202, 4.5141, 1.3271], [1.8297, -2.0226, 2.5175], [-2.0912, -1.1418, 3.8844], [-0.9634, 3.5216, 1.5964], [4.0952, 0.8512, -1.8490], [3.6682, 1.7182, -1.7447], [-2.0385, -0.8268, 4.6073], [-1.6813, -1.5714, -2.2207], [-1.7334, -2.8551, 0.1477], [-1.9531, 1.8607, -0.3674], [1.8260, -1.4732, 1.6927], [2.0906, -3.7509, -0.2029], [1.0377, -1.8777, 1.2765], [-1.9187, -0.3024, 0.4363], [2.2022, 2.8947, -2.1816], [2.6085, 2.7192, 1.5167], [1.7384, 2.3103, 1.5335], [1.1071, 2.9831, 0.9666], [-0.9652, 1.5903, 2.6827], [-1.5552, -1.6223, 3.4192], [-1.9601, -1.3197, 0.3564]], "mulliken_charge": [-0.7029, 0.1642, 0.3306, -0.6296, 0.2308, 0.3349, -0.5200, 0.3196, 0.3339, -0.5992, 0.2633, 0.2867, -0.3322, 0.7470, 0.3749, -0.5324, 0.2693, 0.2157, -0.5563, 0.2595, 0.3736, -0.6503, 0.3589, 0.1389, -0.4855, 0.3811, 0.3253, -0.4852, 0.3472, -0.5777, 0.4082, 0.1868, -0.5826, 0.3186, 0.2887, -0.6271, 0.2951, 0.2576, -0.2548, 0.3155, 0.2978, -0.7047, 0.3161, 0.3126, 0.2797, -0.0919], "orbital_gap_ha": 0.3688, "lumo_ev": -3.246, "homo_ev": -13.28, "charge": 1}

Arrangement B

{"formula": "H31O15", "method": "ωB97M-V with the def2-TZVPD basis set", "symbols": ["O", "H", "H", "O", "H", "H", "O", "H", "H", "O", "H", "H", "O", "H", "H", "O", "H", "H", "O", "H", "H", "O", "H", "H", "O", "H", "H", "O", "H", "O", "H", "H", "O", "H", "H", "O", "H", "H", "O", "H", "H", "O", "H", "H", "H", "H"], "positions_angstrom": [[0.4956, 3.8163, -0.5491], [1.3826, 4.0394, -0.8516], [0.0867, 3.2249, -1.2181], [0.3279, -0.5550, -4.0889], [0.9235, -0.6251, -3.3354], [0.6766, -1.3239, -4.5930], [0.3061, 3.2954, 2.2565], [-0.5323, 3.4712, 1.8036], [0.2687, 2.2132, 2.4184], [-1.0424, 2.1501, -2.4221], [-1.1781, 3.1104, -2.5783], [-1.9171, 1.7348, -2.4371], [0.7715, 0.4686, -1.6912], [1.5808, 0.9602, -1.5445], [0.1146, 1.0563, -2.1140], [-1.1934, 1.4353, 1.7946], [-1.6755, 1.1877, 1.0016], [1.0149, 3.3331, 1.5395], [-3.5326, -2.9128, -0.9747], [-3.8662, -2.2492, -0.3629], [-3.6966, -2.7423, -1.8996], [0.6511, -0.6939, 1.1491], [0.2984, -1.4729, 1.5679], [0.5623, -0.4904, 0.2092], [3.8617, -0.3850, -1.6924], [4.2958, -0.7513, -2.4586], [3.6668, -1.0351, -1.0078], [-1.2894, -2.2624, 0.2476], [-1.7020, 1.0181, 2.5423], [-2.1412, -0.0423, -1.8904], [-1.8682, -0.2885, -2.7740], [-1.7917, -0.5191, -1.1370], [3.9233, -0.9950, 1.2154], [2.9976, -1.1135, 1.0067], [4.3298, -1.8078, 1.5067], [0.3746, 0.9309, 3.5155], [0.6342, 0.2099, 2.9064], [1.1022, 1.4151, 3.9640], [-2.9998, -0.0480, 3.0056], [-3.1095, -1.0196, 3.0062], [-3.4118, 0.3911, 3.7663], [1.9287, -3.4984, 0.3975], [1.8222, -4.4072, 0.6811], [1.1191, -3.0500, 0.6385], [-1.9683, -2.8824, -0.0990], [-0.6013, -2.2910, -0.4209]], "mulliken_charge": [-0.6488, 0.3444, 0.3463, -0.6185, 0.2838, 0.3226, -0.4451, 0.4314, 0.5549, -0.6678, 0.2772, 0.2848, -0.3734, 0.2199, 0.3398, -0.5838, 0.1906, 0.4734, -0.6608, 0.3241, 0.3046, -0.4126, 0.2660, 0.0810, -0.6015, 0.2969, 0.3474, -0.5725, 0.4255, -0.6629, 0.3300, 0.2660, -0.6347, 0.2908, 0.3205, -0.7251, 0.4137, 0.3202, -0.6145, 0.2924, 0.2902, -0.5838, 0.2647, 0.3148, 0.3048, 0.2831], "orbital_gap_ha": 0.3866, "lumo_ev": -2.810, "homo_ev": -13.33, "charge": 1}

Quick look at relative energies in kJ/mol: arrangement A 576.9; arrangement B 0.0.